{
  "formula": "C4H5Cl",
  "method": "ωB97M-V with the def2-TZVPD basis set",
  "species": ["C", "C", "C", "C", "Cl", "H", "H", "H", "H", "H"],
  "positions_angstrom": [[1.03, 0.10, -2.55], [0.65, -0.05, -1.41], [-1.11, 0.13, 0.98], [0.32, -0.03, 0.72], [1.14, -1.46, 1.42], [1.35, 0.15, -3.57], [-1.53, -0.91, 0.95], [-1.65, 0.86, 0.24], [-1.20, 0.47, 2.07], [1.00, 0.74, 1.17]],
  "lowdin_charge": [-0.052, -0.047, -0.203, -0.633, 0.557, 0.005, 0.080, 0.120, 0.103, 0.070]
}

=====

{
  "formula": "C4H5Cl",
  "method": "ωB97M-V with the def2-TZVPD basis set",
  "species": ["C", "C", "C", "C", "Cl", "H", "H", "H", "H", "H"],
  "positions_angstrom": [[-1.73, -0.12, -0.09], [0.73, -0.14, 0.17], [-0.55, 0.27, -0.43], [1.76, 0.91, 0.20], [3.28, 0.45, 0.41], [-1.92, -1.12, 0.57], [-2.61, 0.26, -0.53], [0.48, -0.42, 1.14], [1.02, -1.12, -0.32], [-0.46, 1.03, -1.11]],
  "lowdin_charge": [-0.014, -0.360, -0.249, -0.561, 0.720, 0.120, 0.034, 0.098, 0.137, 0.075]
}

=====

{
  "formula": "C4H5Cl",
  "method": "ωB97M-V with the def2-TZVPD basis set",
  "species": ["C", "C", "C", "C", "Cl", "H", "H", "H", "H", "H"],
  "positions_angstrom": [[1.34, -0.37, 0.86], [0.02, -0.43, 0.85], [-0.71, 0.37, -0.13], [-0.70, 0.24, -1.45], [-1.81, 1.46, 0.62], [1.89, 0.12, 0.08], [1.98, -0.82, 1.60], [-0.59, -0.91, 1.62], [-1.28, 0.90, -2.11], [-0.15, -0.57, -1.92]],
  "lowdin_charge": [0.025, -0.233, -0.803, -0.018, 0.671, 0.063, 0.055, 0.105, 0.068, 0.067],
  "smiles": "C=CC(=C)Cl"
}

=====

Asked for F_max across the records above, the calculation gives 4.346 5.145 1.370 eV Å⁻¹ in order.
Asked for calculated total energy across the records above, the calculation gives -615.42212 -615.43548 -615.55569 Eh in order.
Asked for energy relative to the best compared isomer or geometry (same formula, charge and spin) across the records above, the calculation gives 3.635 3.271 0.000 eV in order.